Entry 1:
Molecular formula: CIO4S
Method: DFT, ωB97M-V with the def2-TZVPD basis set

```
7
Properties=species:S:1:pos:R:3:forces:R:3
C 0.61953 0.76100 0.39601 -0.6 -1.3 -0.4
O -1.14702 -1.25856 0.99037 0.6 -0.9 0.4
O 0.65113 1.69513 1.08136 -0.5 0.6 0.5
O 0.02095 -1.17559 -1.18133 -0.9 -0.7 -0.8
O -1.84451 0.41128 -0.53079 0.6 -0.3 -1.1
S -0.78360 -0.52734 -0.19237 -0.5 2.4 1.5
I 2.48351 0.09408 -0.56324 1.3 0.1 -0.2
```
Positions in Å, forces in eV/Å.

Calculated values
Electronic energy, eV: -28164.4386
HOMO, eV: -5.20
Net charge: -1
F_max, eV/A: 2.83
Structure (SMILES): O=C(I)S(=O)(=O)[O-]
Energy relative to the best compared isomer or geometry (same formula, charge and spin), kJ/mol: 0.2
LUMO energy, eV: 3.01



Entry 2:
Molecular formula: CIO4S
Method: DFT, ωB97M-V with the def2-TZVPD basis set

```
7
Properties=species:S:1:pos:R:3:forces:R:3
C 0.37719 -0.07890 0.98609 2.3 -0.9 2.1
O 0.89481 0.59685 -1.31803 -0.7 0.3 -0.2
O 1.30209 -0.44025 1.68510 -2.9 0.5 -2.8
O -1.57098 0.20121 -0.90082 1.7 -0.4 0.0
O -0.02313 -1.62787 -1.41284 -0.1 -0.7 0.5
S -0.18883 -0.28932 -0.92189 -0.2 1.0 0.5
I -0.79115 1.63829 1.88238 -0.1 0.0 0.0
```
Positions in Å, forces in eV/Å.

Calculated values
Electronic energy, eV: -28164.3901
HOMO, eV: -5.43
Net charge: -1
F_max, eV/A: 4.08
Structure (SMILES): O=C(I)S(=O)(=O)[O-]
Energy relative to the best compared isomer or geometry (same formula, charge and spin), kJ/mol: 4.8
LUMO energy, eV: 2.97



Entry 3:
Molecular formula: CN2O2S
Method: DFT, ωB97M-V with the def2-TZVPD basis set

```
6
Properties=species:S:1:pos:R:3:forces:R:3
C 0.78303 0.16571 0.23633 -0.7 -0.3 -0.9
N 0.27823 -0.28060 -1.09237 1.4 0.4 0.7
N -0.94490 -0.43395 -1.09253 -0.5 -0.4 -1.2
O 1.88900 0.40911 0.56504 -0.1 -0.1 -0.2
O -0.31084 0.26419 1.07135 0.1 0.2 0.8
S -1.69452 -0.12446 0.31217 -0.3 0.2 0.8
```
Positions in Å, forces in eV/Å.

Calculated values
Electronic energy, eV: -18945.4957
HOMO, eV: -10.42
F_max, eV/A: 1.62
Structure (SMILES): O=c1nnso1
Energy relative to the best compared isomer or geometry (same formula, charge and spin), kJ/mol: 166.4
LUMO energy, eV: -0.64



Entry 4:
Molecular formula: CN2O3S3
Method: DFT, ωB97M-V with the def2-TZVPD basis set

```
9
Properties=species:S:1:pos:R:3:forces:R:3
C -1.46850 -1.12118 -0.09103 0.0 0.4 0.3
N -1.27051 -0.36076 -1.08333 -0.1 -0.5 -1.2
N -1.42905 0.29819 0.27306 -0.6 0.7 0.9
O -1.69350 -2.16557 0.47028 -0.1 -1.0 0.1
O 2.87868 1.11417 -1.80800 0.3 0.1 -0.1
O -0.38560 1.30902 2.30660 0.0 0.0 0.6
S 1.64568 -0.24437 0.54695 -0.6 0.1 0.2
S 1.81818 0.04341 -1.48218 0.2 0.0 -0.1
S -0.09538 1.12709 0.86766 0.8 0.0 -0.7
```
Positions in Å, forces in eV/Å.

Calculated values
Electronic energy, eV: -42662.3574
HOMO, eV: 1.04
Net charge: -2
F_max, eV/A: 1.32
Energy relative to the best compared isomer or geometry (same formula, charge and spin), kJ/mol: 164.6
LUMO energy, eV: 6.28



Entry 5:
Molecular formula: CN4O2
Method: DFT, ωB97M-V with the def2-TZVPD basis set

```
7
Properties=species:S:1:pos:R:3:forces:R:3
C 0.00556 0.33080 0.08196 -2.1 0.2 -1.2
N -1.05319 0.73988 -0.89659 1.1 2.3 -1.8
N 1.07991 0.81010 0.89423 0.5 0.6 0.8
N -1.35045 -0.07777 -0.03446 2.7 -2.0 2.9
N 1.30835 -0.12945 0.06870 -0.4 -0.6 -1.5
O -2.12575 -0.87005 0.37128 -2.1 -0.6 0.1
O 2.13558 -0.80352 -0.48512 0.4 0.2 0.7
```
Positions in Å, forces in eV/Å.

Calculated values
Electronic energy, eV: -11083.0678
HOMO, eV: -10.66
F_max, eV/A: 4.45
Structure (SMILES): [O-][N+]1=NC12N=[N+]2[O-]
Energy relative to the best compared isomer or geometry (same formula, charge and spin), kJ/mol: 721.9
LUMO energy, eV: -0.55



Entry 6:
Molecular formula: CN4O3
Method: DFT, ωB97M-V with the def2-TZVPD basis set

```
8
Properties=species:S:1:pos:R:3:forces:R:3
C 0.00741 0.00901 0.07591 3.9 -1.4 -0.4
N -0.64167 0.58487 1.22197 -0.3 0.9 0.9
N -0.47305 0.30091 -1.24953 4.5 -3.9 0.0
N 0.28749 -0.31863 -2.08690 -0.8 1.4 4.3
N 1.26064 -0.82274 0.17420 -5.5 3.7 -4.4
O -1.99519 -0.28586 1.12348 5.4 4.7 1.7
O 0.07257 1.59880 1.88041 -5.2 -6.4 -3.3
O 1.48181 -1.06637 -1.13954 -2.0 1.1 1.3
```
Positions in Å, forces in eV/Å.

Calculated values
Electronic energy, eV: -13127.2704
HOMO, eV: -11.02
F_max, eV/A: 8.89
Structure (SMILES): O=[N+]([O-])c1nnon1
Energy relative to the best compared isomer or geometry (same formula, charge and spin), kJ/mol: 635.4
LUMO energy, eV: -3.63



Entry 7:
Molecular formula: CN4O5
Method: DFT, ωB97M-V with the def2-TZVPD basis set

```
10
Properties=species:S:1:pos:R:3:forces:R:3
C -1.36249 1.18299 0.10583 -0.7 0.1 -0.8
N -1.65930 2.24981 -0.19360 -0.8 1.7 -0.2
N -0.80963 0.06869 0.36565 3.5 -0.9 1.6
N -1.27328 -1.22707 -0.06059 0.3 2.8 -0.8
N 2.06944 0.17438 0.11745 -1.0 0.7 -0.2
O -2.44460 -1.29521 0.10421 -1.0 -1.4 0.1
O 2.08448 -0.11814 1.25516 0.2 -0.6 0.9
O -0.41386 -1.89089 -0.49956 0.1 -1.9 -0.2
O 2.91541 0.40174 -0.68201 1.5 -0.1 -0.5
O 0.89382 0.45370 -0.51253 -2.0 -0.4 0.1
```
Positions in Å, forces in eV/Å.

Calculated values
Electronic energy, eV: -17222.2366
HOMO (alpha / beta), eV: -11.82 / -11.87
F_max, eV/A: 3.93
Energy relative to the best compared isomer or geometry (same formula, charge and spin), kJ/mol: 201.8
LUMO energy (alpha / beta), eV: -3.65 / -3.30



Entry 8:
Molecular formula: CN5O
Method: DFT, ωB97M-V with the def2-TZVPD basis set

```
7
Properties=species:S:1:pos:R:3:forces:R:3
C 0.87809 0.71337 1.34082 1.0 -2.3 -5.9
N -2.95860 -0.48565 -0.23857 1.5 -0.3 -1.2
N 1.22857 0.12744 0.27142 0.4 1.3 3.9
N -2.08397 -0.62255 -0.89488 -1.4 0.3 1.2
N 1.12650 -0.71607 -1.87020 0.3 -0.3 -1.6
N 1.22246 -0.22042 -0.89942 -1.2 0.1 1.0
O 0.58695 1.20387 2.29083 -0.5 1.1 2.5
```
Positions in Å, forces in eV/Å.

Calculated values
Electronic energy, eV: -10524.1545
HOMO, eV: -18.55
Net charge: +1
F_max, eV/A: 6.39
Energy relative to the best compared isomer or geometry (same formula, charge and spin), kJ/mol: 34.1
LUMO energy, eV: -6.48



Entry 9:
Molecular formula: CN5O
Method: DFT, ωB97M-V with the def2-TZVPD basis set

```
7
Properties=species:S:1:pos:R:3:forces:R:3
C 1.11146 -0.85559 -0.20000 1.3 -0.4 0.5
N 0.17690 2.63106 -0.08146 -0.1 -0.3 0.1
N -0.07032 -0.88415 -0.14365 -0.8 0.4 -1.3
N 0.00922 1.56052 0.04946 0.1 1.1 0.0
N -2.26582 -0.81016 0.44035 -10.6 1.6 2.6
N -1.20292 -0.91854 0.16511 7.3 -2.6 -1.4
O 2.24148 -0.72314 -0.22980 2.8 0.2 -0.3
```
Positions in Å, forces in eV/Å.

Calculated values
Electronic energy, eV: -10518.7498
HOMO (alpha / beta), eV: -13.38 / -18.95
Net charge: +1
F_max, eV/A: 11.05
Energy relative to the best compared isomer or geometry (same formula, charge and spin), kJ/mol: 0.0
⟨S²⟩: 2.009
2S+1: 3
LUMO energy (alpha / beta), eV: -6.21 / -11.55



Entry 10:
Molecular formula: CNO4S
Method: DFT, ωB97M-V with the def2-TZVPD basis set

```
7
Properties=species:S:1:pos:R:3:forces:R:3
C 1.06619 -0.15755 0.01574 2.9 0.9 0.5
N -1.66194 1.35404 0.23549 0.4 -0.5 -0.1
O 0.31777 -0.02369 -1.05613 -1.4 -0.1 -0.1
O 2.25628 0.03484 0.06629 0.3 -0.6 -0.2
O -1.76257 -1.21854 -0.19208 0.3 -0.2 -0.1
O 0.29567 -0.35908 1.06404 -1.4 -0.1 -0.2
S -1.10273 0.04855 0.01739 -1.1 0.5 0.3
```
Positions in Å, forces in eV/Å.

Calculated values
Electronic energy, eV: -21552.2942
HOMO, eV: -5.41
Net charge: -1
F_max, eV/A: 3.04
Energy relative to the best compared isomer or geometry (same formula, charge and spin), kJ/mol: 115.2
LUMO energy, eV: 4.00